{
  "formula": "C22H32CrN6OS",
  "method": "ωB97M-V/def2-TZVPD",
  "e_homo_ev": [-16.97, -16.97],
  "relative_energy_ev": 0.0000,
  "charge": 3,
  "orbital_gap_ev": [6.645, 7.063],
  "s2": 0.78,
  "multiplicity": 2,
  "elements": ["Cr", "S", "O", "N", "N", "N", "N", "N", "N", "C", "C", "C", "C", "C", "C", "C", "C", "C", "C", "C", "C", "C", "C", "C", "C", "C", "C", "C", "C", "C", "C", "H", "H", "H", "H", "H", "H", "H", "H", "H", "H", "H", "H", "H", "H", "H", "H", "H", "H", "H", "H", "H", "H", "H", "H", "H", "H", "H", "H", "H", "H", "H", "H"],
  "coordinates": [[-0.391, 0.386, 0.510], [-1.925, 0.753, 2.159], [-3.901, 2.903, -1.197], [-4.526, 0.462, 1.616], [-3.619, 2.489, 1.011], [0.535, 1.837, -0.444], [0.196, -1.441, 1.039], [1.004, 0.812, 1.836], [-0.843, -0.510, -1.214], [-6.014, -1.155, 2.696], [-6.786, 2.768, -1.018], [-0.994, -2.242, 0.629], [1.073, 2.819, 0.567], [-5.925, 2.835, 0.086], [2.381, 0.128, 3.610], [-6.438, 3.000, 1.382], [1.377, -0.137, 2.703], [2.982, 1.387, 3.570], [-3.495, 1.267, 1.535], [-7.805, 3.083, 1.567], [0.609, -1.427, 2.496], [-8.150, 2.843, -0.819], [-4.590, -0.878, 2.236], [-0.764, 2.090, -1.135], [-8.655, 3.000, 0.468], [-1.716, -1.574, -0.620], [-4.496, 2.782, -0.159], [-1.355, 0.774, -1.821], [2.615, 2.332, 2.613], [-7.041, -1.131, 1.567], [1.610, 1.999, 1.728], [1.204, -2.306, 2.739], [-0.673, 2.829, -1.930], [-8.824, 2.792, -1.663], [-8.015, -1.439, 1.941], [-1.057, 0.779, -2.866], [-3.894, -0.905, 3.073], [-2.664, -1.127, -0.329], [-1.473, 2.513, -0.427], [-9.725, 3.071, 0.617], [-6.006, -2.138, 3.168], [-4.280, -1.618, 1.493], [-6.281, -0.439, 3.477], [3.119, 3.287, 2.552], [-5.424, 0.841, 1.319], [1.840, 3.451, 0.122], [-8.211, 3.232, 2.558], [-0.301, -1.444, 3.096], [-5.771, 3.107, 2.230], [2.707, -0.622, 4.318], [0.251, 3.457, 0.895], [-1.929, -2.348, -1.356], [3.773, 1.621, 4.272], [-0.158, -0.925, -1.836], [1.009, -1.746, 0.505], [-7.185, -0.135, 1.134], [-2.793, 3.067, 1.043], [1.259, 1.609, -1.122], [-1.690, -2.300, 1.462], [-0.696, -3.256, 0.368], [-6.372, 2.662, -2.011], [-2.442, 0.821, -1.795], [-6.768, -1.815, 0.760]]
}



{
  "formula": "C22H32F3N3O3S",
  "method": "ωB97M-V/def2-TZVPD",
  "e_homo_ev": -8.71,
  "smiles": "CN(C)C1(CNC(=O)C2CCN(S(=O)(=O)c3ccccc3C(F)(F)F)CC2)CCCCC1",
  "relative_energy_ev": 0.3515,
  "charge": 0,
  "orbital_gap_ev": 8.812,
  "multiplicity": 1,
  "elements": ["S", "F", "F", "F", "O", "O", "O", "N", "N", "N", "C", "C", "C", "C", "C", "C", "C", "C", "C", "C", "C", "C", "C", "C", "C", "C", "C", "C", "C", "C", "C", "C", "H", "H", "H", "H", "H", "H", "H", "H", "H", "H", "H", "H", "H", "H", "H", "H", "H", "H", "H", "H", "H", "H", "H", "H", "H", "H", "H", "H", "H", "H", "H", "H"],
  "coordinates": [[4.510, 1.212, -0.074], [2.355, -2.371, -1.870], [4.228, -1.453, -2.346], [2.517, -0.250, -1.808], [4.996, 1.086, -1.410], [-2.047, 3.325, -0.066], [5.327, 1.890, 0.893], [-1.415, 1.375, -1.011], [2.980, 1.833, -0.125], [-1.470, -1.258, -0.775], [-2.721, 0.778, -1.110], [-1.453, -1.747, -2.144], [0.827, 1.906, 0.930], [4.391, -1.827, 2.575], [1.143, 2.669, -1.458], [3.402, -2.703, 0.574], [3.189, -1.367, -1.513], [0.314, 2.835, -0.179], [-1.174, 2.552, -0.407], [-0.940, -2.274, 0.110], [-3.987, -1.393, -0.733], [4.185, -0.431, 0.624], [-4.009, 0.328, 1.647], [4.585, -0.614, 1.936], [-5.270, -0.733, -0.235], [2.329, 2.100, 1.132], [-2.726, -0.586, -0.372], [-2.727, -0.334, 1.146], [3.794, -2.872, 1.890], [3.591, -1.481, -0.066], [-5.224, -0.513, 1.272], [2.635, 2.787, -1.157], [-6.120, -1.369, -0.491], [-0.045, -2.687, -0.356], [5.066, 0.215, 2.430], [2.883, 3.807, -0.831], [4.709, -1.956, 3.598], [-1.864, -1.005, -2.822], [0.394, 3.870, 0.168], [0.651, 0.865, 0.653], [-2.634, -1.287, 1.666], [-1.868, 0.288, 1.406], [-0.645, -1.838, 1.062], [-4.111, 1.334, 1.241], [-6.139, -0.020, 1.605], [-4.051, -1.519, -1.815], [2.950, -3.523, 0.038], [0.297, 2.115, 1.861], [0.968, 1.691, -1.903], [-3.901, -2.386, -0.283], [3.232, 2.537, -2.033], [-3.431, 1.476, -0.670], [-2.006, -2.688, -2.272], [-1.635, -3.106, 0.295], [-0.416, -1.927, -2.429], [-2.987, 0.644, -2.164], [-0.667, 0.707, -1.138], [2.544, 3.121, 1.476], [0.857, 3.433, -2.182], [-3.948, 0.424, 2.734], [3.641, -3.825, 2.373], [2.717, 1.398, 1.873], [-5.411, 0.224, -0.739], [-5.164, -1.481, 1.777]]
}



{
  "formula": "C22H32FeN6OS",
  "method": "ωB97M-V/def2-TZVPD",
  "e_homo_ev": [-16.91, -16.91],
  "relative_energy_ev": 0.8825,
  "charge": 3,
  "orbital_gap_ev": [6.133, 6.159],
  "s2": 0.78,
  "multiplicity": 2,
  "elements": ["Fe", "S", "O", "N", "N", "N", "N", "N", "N", "C", "C", "C", "C", "C", "C", "C", "C", "C", "C", "C", "C", "C", "C", "C", "C", "C", "C", "C", "C", "C", "C", "H", "H", "H", "H", "H", "H", "H", "H", "H", "H", "H", "H", "H", "H", "H", "H", "H", "H", "H", "H", "H", "H", "H", "H", "H", "H", "H", "H", "H", "H", "H", "H"],
  "coordinates": [[-1.155, -0.475, -1.573], [0.897, 0.179, -1.483], [0.134, 1.868, 2.430], [-2.726, -1.655, -1.828], [-1.955, -0.119, 0.259], [-2.039, 1.089, -2.040], [1.575, 1.610, 0.674], [2.292, -0.568, 0.717], [-0.978, -0.707, -3.607], [-1.243, 0.617, -4.244], [3.316, 1.617, 5.262], [-3.163, -1.003, 0.428], [-1.927, -1.790, -4.056], [-3.379, 3.364, -2.706], [-2.245, -2.623, -2.841], [3.374, -2.557, 2.660], [1.293, 1.750, 2.148], [4.609, 1.613, 4.744], [-2.283, 1.335, 0.327], [2.449, 1.684, 3.023], [-3.278, 2.982, -1.371], [2.438, -1.991, 0.359], [1.635, 0.389, 0.125], [-2.088, 1.462, -3.332], [4.831, 1.649, 3.370], [2.314, -2.859, 1.604], [-2.584, 1.833, -1.060], [-2.972, -2.201, -0.474], [2.233, 1.657, 4.407], [-2.771, 2.600, -3.699], [3.754, 1.696, 2.506], [-4.042, -0.423, 0.140], [2.406, -3.896, 1.277], [-1.299, -0.327, 1.009], [-0.289, 1.130, -4.390], [-0.038, -0.995, -3.872], [-2.935, -3.447, -3.027], [-3.911, 4.269, -2.971], [1.683, -2.232, -0.385], [-3.724, 3.573, -0.582], [1.311, -2.747, 2.029], [-2.071, -2.749, -0.177], [-3.541, -1.154, -2.178], [5.454, 1.595, 5.419], [-2.817, 2.892, -4.740], [3.420, -2.112, -0.103], [1.222, 1.679, 4.793], [5.841, 1.654, 2.982], [-2.817, -1.308, -4.465], [3.301, -3.263, 3.485], [4.380, -2.640, 2.245], [1.078, 2.292, 0.115], [2.794, -0.289, 1.561], [3.924, 1.802, 1.441], [-3.296, -1.302, 1.467], [-1.495, -2.399, -4.849], [-1.320, -3.064, -2.452], [3.162, 1.591, 6.331], [-3.101, 1.524, 1.023], [-1.688, 0.498, -5.232], [-1.412, 1.869, 0.718], [-3.803, -2.906, -0.446], [3.263, -1.561, 3.102]]
}



{
  "formula": "C22H32N10OS2Sc",
  "method": "ωB97M-V/def2-TZVPD",
  "e_homo_ev": -10.39,
  "relative_energy_ev": 0.5650,
  "charge": 1,
  "orbital_gap_ev": 7.331,
  "multiplicity": 1,
  "elements": ["Sc", "S", "S", "O", "N", "N", "N", "N", "N", "N", "N", "N", "N", "N", "C", "C", "C", "C", "C", "C", "C", "C", "C", "C", "C", "C", "C", "C", "C", "C", "C", "C", "C", "C", "C", "C", "H", "H", "H", "H", "H", "H", "H", "H", "H", "H", "H", "H", "H", "H", "H", "H", "H", "H", "H", "H", "H", "H", "H", "H", "H", "H", "H", "H", "H", "H", "H", "H"],
  "coordinates": [[-0.023, 0.144, -0.048], [1.549, -0.913, 3.506], [-1.139, -1.645, -1.757], [1.869, -0.090, 0.036], [2.873, -2.838, 2.221], [0.425, 2.650, -0.293], [-2.392, -0.159, 0.522], [0.741, -2.541, 1.494], [3.413, 1.986, 2.847], [-2.659, -0.291, -3.491], [-0.708, 0.746, -2.964], [-0.337, -1.677, 1.327], [-0.725, 1.379, 2.109], [0.408, 0.654, -2.131], [-4.719, 0.136, 0.081], [-0.378, 3.790, 1.753], [-2.665, -1.297, 1.180], [-3.963, -1.756, 1.328], [-5.004, -1.029, 0.766], [-0.311, 2.646, 2.758], [2.119, 2.295, 2.249], [1.085, 2.515, 3.342], [3.914, 1.574, -2.488], [5.143, 1.585, -1.861], [-1.739, -3.393, 2.370], [2.092, 3.494, 1.300], [-1.486, -0.295, -2.793], [-3.393, 0.534, -0.010], [1.693, -2.180, 2.273], [2.916, 0.439, -0.597], [2.786, 1.011, -1.878], [-1.501, -2.107, 1.651], [0.710, 3.722, 0.689], [4.170, 0.417, 0.015], [5.265, 0.990, -0.605], [1.533, 0.996, -2.632], [-1.731, 1.422, 1.977], [-2.710, 0.352, -4.266], [3.689, 2.708, 3.505], [-0.571, 0.614, 2.765], [2.838, 3.371, 0.507], [1.230, 2.586, -0.912], [-2.532, -3.287, 3.108], [4.133, 1.941, 2.132], [-6.023, -1.380, 0.857], [-0.338, 2.954, -0.899], [6.000, 2.028, -2.345], [-3.112, -1.182, -3.611], [2.973, -3.578, 1.546], [-3.127, 1.436, -0.550], [3.500, -2.803, 3.004], [1.122, 1.715, 4.083], [1.310, 3.446, 3.875], [1.828, 1.407, 1.677], [4.256, -0.073, 0.977], [0.732, 4.681, 0.161], [2.671, -0.230, 3.189], [-2.042, -4.164, 1.657], [6.230, 0.961, -0.115], [1.552, 1.306, -3.677], [-0.280, 4.731, 2.299], [2.366, 4.397, 1.857], [-4.162, -2.678, 1.851], [3.806, 2.001, -3.478], [-1.006, 2.869, 3.575], [-5.494, 0.728, -0.382], [-0.834, -3.733, 2.863], [-1.363, 3.815, 1.275]]
}